74
Properties=species:S:1:pos:R:3:forces:R:3:lowdin_charge:R:1 method="wB97M-V/def2-TZVPD" charge=+1 homo_ev="-10.8 / -10.9" multiplicity=4 homo_lumo_gap_ev="6.3963 / 5.7224" s_squared=3.771
H 6.146 0.714 -0.151 0.000 -0.002 -0.004 0.12
H 0.004 -2.579 2.855 0.012 0.002 0.018 0.06
C -0.296 0.253 -4.080 -0.038 -0.018 -0.003 -0.34
H 6.411 2.428 1.596 0.005 -0.001 0.002 0.11
H -3.706 -3.840 -3.316 0.002 -0.001 0.007 0.12
C -3.301 -2.150 0.012 -0.002 0.004 -0.003 -0.09
O -0.848 -0.889 -1.435 0.111 0.024 0.360 -0.27
H -1.812 1.739 -3.604 0.002 0.008 0.008 0.09
C -1.906 -1.469 -4.886 -0.008 0.020 -0.017 -0.03
F 1.822 1.287 -1.143 -0.369 0.212 0.083 0.01
C 3.340 1.296 2.450 -0.039 -0.051 0.030 -0.04
C 0.230 2.622 3.144 0.059 0.036 -0.071 -0.10
C 4.039 -0.903 -0.479 -0.030 -0.052 -0.012 0.02
C 1.161 -0.115 -3.783 -0.025 0.033 0.010 -0.04
H -1.200 -2.114 1.643 0.038 -0.007 0.011 -0.01
H -3.292 -2.949 -5.578 -0.003 -0.001 -0.004 0.11
H -0.363 0.426 -5.157 0.029 -0.004 0.000 0.13
C 4.183 0.106 0.503 0.047 0.029 0.023 -0.15
C 5.509 1.833 1.547 -0.042 0.023 0.051 -0.04
H 2.575 1.450 3.200 0.027 -0.002 -0.017 0.09
H 1.814 0.755 -3.866 0.000 -0.004 -0.008 0.09
C -4.117 1.714 0.950 0.063 -0.024 -0.010 -0.97
H -2.628 -1.328 0.250 0.005 0.034 -0.002 0.00
H 0.994 -2.087 0.312 -0.073 -0.062 0.005 0.08
H -0.617 -3.158 -0.298 0.055 0.048 0.014 0.04
C 5.361 0.887 0.575 -0.019 -0.043 -0.034 -0.01
C -0.072 1.290 3.432 -0.036 -0.051 -0.009 -0.35
H 0.717 2.891 2.214 -0.026 -0.021 0.035 0.09
H -0.921 -0.059 4.899 -0.017 -0.035 -0.023 0.10
C -0.680 3.285 5.268 -0.005 -0.009 -0.002 -0.05
H -4.187 2.752 1.247 0.006 -0.009 0.011 0.01
H -3.555 -2.666 0.941 -0.006 -0.002 -0.011 0.09
C -1.246 -0.895 -3.805 -0.018 -0.027 0.021 -0.13
C -2.675 -3.118 -0.989 0.011 -0.064 -0.056 -0.35
H -3.423 -3.890 -1.187 -0.020 0.013 0.014 0.13
B 1.576 2.709 -0.751 0.254 -0.276 -0.121 -1.15
H -1.437 -1.627 3.319 -0.020 -0.030 0.022 0.02
C -2.381 -2.487 -2.336 0.032 0.060 0.030 -0.13
H -0.193 2.415 -3.878 0.009 -0.003 -0.003 0.10
C 1.956 -0.459 1.329 -0.116 0.063 -0.082 -0.27
F 0.268 2.469 -0.058 -0.155 0.085 0.140 -0.06
F 1.381 3.464 -1.845 -0.018 0.000 0.046 0.23
H 2.834 -2.476 -1.276 -0.014 0.001 0.002 0.12
F 2.497 3.111 0.141 -0.082 0.054 0.007 0.24
C 4.491 2.028 2.503 0.063 0.005 -0.035 -0.04
H -4.217 -1.718 -0.393 -0.008 0.006 -0.003 0.09
C -1.489 -1.418 -2.526 -0.056 0.046 -0.075 -0.21
Br -3.636 0.664 2.473 0.023 0.004 0.033 0.68
H 1.503 -0.872 -4.489 -0.003 -0.019 0.006 0.09
H -0.918 4.063 5.981 0.005 0.003 0.006 0.12
H 1.284 -0.535 -2.782 0.012 0.015 -0.028 0.05
Br -2.823 1.635 -0.495 -0.074 0.055 -0.149 0.77
C -3.017 -3.016 -3.453 0.014 0.012 -0.019 -0.03
C -0.744 1.575 -3.457 0.074 -0.041 -0.064 -0.04
H -5.044 1.337 0.539 0.006 -0.006 0.017 0.01
H -1.677 -4.313 0.529 0.004 0.002 0.004 0.09
C -2.788 -2.520 -4.723 -0.017 -0.022 -0.011 -0.06
C -0.689 -1.795 2.548 -0.065 0.092 -0.055 -0.18
C -1.450 -3.844 -0.431 -0.027 -0.032 0.011 -0.05
C 1.875 -1.461 0.368 -0.006 0.030 -0.044 -0.14
C -0.083 3.614 4.058 -0.003 -0.005 -0.012 -0.05
C -0.969 1.961 5.569 -0.008 0.004 0.009 -0.06
C -0.682 0.966 4.649 0.008 0.043 -0.014 -0.13
H -1.422 1.703 6.517 -0.008 0.009 0.001 0.11
H -0.555 1.659 -2.378 -0.039 0.026 0.079 0.00
C 2.921 -1.690 -0.538 0.095 0.015 -0.014 -0.05
H -1.122 -4.627 -1.116 0.002 0.004 -0.008 0.09
H 4.847 -1.053 -1.185 0.000 -0.001 -0.002 0.13
H 4.627 2.762 3.285 0.002 0.003 0.002 0.12
H -1.720 -1.074 -5.878 0.004 0.006 0.002 0.12
H 0.146 4.646 3.826 -0.002 0.009 0.004 0.12
C 3.143 0.331 1.438 0.030 0.052 0.040 -0.18
V -0.068 0.514 -0.620 0.253 -0.184 -0.309 0.85
Ge 0.314 -0.167 2.257 0.136 -0.083 0.174 1.15


114
Properties=species:S:1:pos:R:3:forces:R:3:lowdin_charge:R:1 method="wB97M-V/def2-TZVPD" charge=0 homo_ev=-8.8 homo_lumo_gap_ev=8.2888
H -3.971 -1.582 2.876 -0.097 -0.103 0.163 0.07
H -2.615 -1.606 -6.417 0.109 0.185 -0.138 0.04
H -2.143 -5.475 -0.488 0.064 0.167 -0.085 0.09
C 1.506 3.266 -5.076 -0.036 0.198 0.245 -0.15
H 1.813 3.387 9.408 0.014 0.121 -0.014 0.07
H 3.579 3.679 -0.613 -0.385 -0.182 1.430 0.09
H -3.016 -1.217 4.875 -0.140 0.102 0.098 0.02
H -5.147 -0.366 -6.745 0.114 -0.071 -0.078 0.08
C 1.955 4.244 10.065 0.021 0.257 0.130 -0.16
C 3.688 4.922 1.147 -0.118 -2.286 -0.462 -0.05
H -3.297 0.707 -8.968 0.028 -0.278 0.017 0.06
C -3.792 -2.457 2.244 0.253 0.264 -0.111 -0.15
H -1.572 -4.440 -8.146 0.239 0.022 0.030 0.08
H 7.307 -2.172 -2.884 -0.113 0.024 -0.062 0.08
O 4.665 0.273 -0.391 -0.062 -0.091 0.141 -0.14
O -3.453 -0.853 5.654 -0.139 0.096 -0.129 -0.14
H -1.819 -5.687 4.826 -0.027 -0.197 0.012 0.07
I -0.399 -0.077 2.890 0.839 1.284 -0.310 0.69
H -2.859 -2.945 2.538 -0.070 -0.100 0.195 0.05
H -2.574 -0.080 -2.590 0.060 -0.021 -0.146 0.03
H 0.427 3.170 -4.927 0.010 -0.246 -0.039 0.07
H 2.803 4.052 10.728 -0.087 -0.188 0.065 0.08
H 0.781 6.662 -0.869 -0.035 -0.109 -0.078 0.07
H -1.913 -6.427 3.209 0.044 0.123 -0.020 0.08
H -4.617 -3.159 2.361 0.038 0.070 -0.078 0.09
H -2.348 -4.657 10.086 -0.073 0.116 0.160 0.08
H -0.770 4.343 -0.054 1.116 -0.498 0.285 0.06
H -3.578 -4.080 -7.089 0.045 -0.104 0.027 0.06
C -0.418 2.455 1.027 2.179 -0.786 1.937 -0.77
H -1.095 -5.404 -6.727 -0.144 0.004 0.010 0.08
H 2.493 2.361 5.452 0.062 -0.196 -0.025 -0.01
O -1.044 -4.571 3.269 0.106 0.208 0.070 -0.16
H 4.528 -2.278 -3.431 0.069 0.104 -0.098 0.08
H -2.394 -2.915 9.727 0.020 -0.067 -0.117 0.08
H 3.585 3.500 7.811 -0.025 -0.033 -0.105 0.07
H 3.803 4.909 2.272 -0.435 0.339 -1.349 0.06
C 0.312 1.831 2.070 -1.838 1.731 -2.452 -0.94
C -4.408 -0.916 -6.162 0.194 -0.032 0.161 -0.15
H 2.337 6.134 9.871 -0.005 -0.042 -0.151 0.08
C -2.957 -1.973 -2.392 0.051 0.198 0.320 -0.13
H 0.426 4.472 1.305 -0.019 -0.673 -1.180 0.05
H -1.387 -3.657 -6.546 0.283 -0.039 -0.096 0.05
O -3.249 -1.119 -6.958 0.071 -0.193 -0.151 -0.13
O -0.350 -1.635 -5.270 -0.163 0.018 -0.077 -0.14
H 1.705 4.023 2.973 -0.265 -0.523 -0.994 -0.05
H 3.825 4.099 6.152 0.029 0.197 0.140 0.08
O 0.078 5.412 -2.337 0.124 -0.162 -0.236 -0.15
C -1.293 -5.831 3.879 0.148 0.146 0.137 -0.14
P 1.915 2.621 2.733 0.173 -1.928 0.723 0.88
H -4.144 -0.337 -5.274 -0.228 -0.070 0.076 0.06
C 0.116 3.838 0.427 -1.757 -0.813 0.367 -0.16
H 5.959 1.485 -1.453 -0.041 0.123 -0.182 0.08
H 1.049 4.399 10.656 0.010 -0.204 0.066 0.08
H 2.039 2.690 -4.315 -0.091 -0.194 -0.073 0.07
H 6.321 -3.649 -2.995 0.168 -0.027 0.160 0.08
C -1.524 -4.880 0.184 0.011 0.086 0.135 -0.14
O 2.215 5.393 9.269 0.015 0.076 -0.047 -0.14
C -1.701 -4.565 -7.068 -0.245 0.273 -0.069 -0.15
C 6.311 -2.587 -2.737 -0.277 -0.052 -0.044 -0.16
H 3.752 5.905 0.611 0.257 -1.269 0.516 0.06
H 5.387 -0.313 -0.139 -0.136 0.050 0.015 0.07
H 1.144 -1.366 -3.870 0.154 -0.108 0.072 0.07
O 5.399 -1.894 -3.578 -0.028 0.031 -0.048 -0.14
O 2.889 2.266 6.327 0.028 -0.085 0.076 -0.15
O -1.269 -3.618 -0.416 0.288 0.025 -0.017 -0.15
H 1.768 2.885 -6.063 0.005 0.108 0.061 0.08
H 2.195 4.126 6.894 0.149 0.212 0.139 0.07
C 3.500 3.694 0.517 0.160 2.075 0.858 -0.24
H 0.925 3.672 -0.338 -0.837 0.238 0.929 0.08
C -2.741 -3.896 9.406 -0.091 -0.235 -0.099 -0.15
O 1.885 4.634 -4.999 -0.016 0.179 0.029 -0.13
O -3.066 -4.835 -6.778 -0.163 -0.078 0.083 -0.13
H 0.454 -3.015 -3.961 0.203 -0.029 0.089 0.08
H -0.348 -6.351 4.054 -0.111 -0.165 0.057 0.08
H 1.644 4.947 -4.118 0.106 -0.074 -0.079 0.04
C 3.139 2.362 1.295 0.157 1.166 -1.615 -0.39
C 5.044 0.908 -1.609 0.285 -0.229 -0.003 -0.14
H -3.863 -1.816 -1.803 0.027 -0.203 0.046 0.08
H -0.579 -5.399 0.358 -0.120 -0.189 0.112 0.08
H -0.324 5.498 -3.210 -0.068 -0.069 0.141 0.08
H -2.051 -4.735 1.128 0.014 -0.234 -0.030 0.05
H 6.018 -2.462 -1.690 0.164 -0.123 0.084 0.07
I -2.239 1.529 0.223 1.170 0.925 0.304 0.79
C -2.764 0.562 -9.910 0.139 0.228 0.199 -0.16
H -1.652 -0.734 6.660 0.055 -0.013 0.222 0.08
H 2.650 1.667 0.536 0.626 0.727 1.181 0.08
C 0.759 -2.140 -4.540 -0.306 0.036 0.076 -0.15
H 1.009 7.249 -2.534 0.004 0.167 0.143 0.08
H -1.943 2.320 -9.891 -0.076 -0.027 -0.118 0.07
H -1.026 -1.387 -4.624 -0.040 0.145 0.039 0.04
H 5.205 0.154 -2.383 0.004 0.212 -0.138 0.06
H -3.098 -2.834 -3.047 0.041 0.120 -0.044 0.09
O -2.269 -4.139 8.087 0.088 -0.168 -0.086 -0.15
C 3.136 3.575 6.821 -0.200 -0.180 -0.357 -0.17
H -2.110 -2.157 -1.732 -0.253 -0.201 -0.035 0.05
H -0.615 7.280 -1.785 0.107 0.140 0.089 0.08
H 4.098 1.875 1.631 -1.212 0.405 -0.066 0.07
C 0.326 6.729 -1.857 -0.099 0.050 -0.227 -0.14
H -3.833 -3.915 9.418 0.005 0.072 0.199 0.08
H -0.720 -3.120 0.202 -0.073 -0.045 -0.072 0.08
H -2.557 -2.265 6.868 0.113 0.151 0.214 0.05
H -3.385 -0.021 -10.589 0.056 0.129 -0.023 0.08
H -2.986 -1.440 0.803 -0.048 -0.109 -0.062 -0.01
H -4.826 -1.882 -5.867 -0.204 0.109 0.136 0.08
O -2.491 1.825 -10.508 -0.004 0.135 -0.170 -0.13
H -3.113 -0.780 7.678 -0.045 0.039 -0.133 0.08
O -2.696 -0.821 -3.194 0.149 0.208 -0.457 -0.16
H -1.827 0.030 -9.730 -0.142 -0.193 0.104 0.08
H 1.539 -2.428 -5.244 -0.099 0.051 -0.027 0.08
H -2.587 -5.010 7.826 0.072 0.116 -0.015 0.08
C -2.644 -1.179 6.779 0.148 -0.216 -0.348 -0.15
H 4.243 1.579 -1.920 -0.002 -0.067 0.118 0.07
O -3.721 -2.060 0.882 -0.132 0.067 -0.055 -0.15
H -0.495 -4.065 3.879 -0.058 -0.026 -0.108 0.08


35
Properties=species:S:1:pos:R:3:forces:R:3:lowdin_charge:R:1 method="wB97M-V/def2-TZVPD" charge=0 homo_ev=-9.0 homo_lumo_gap_ev=8.6455 smiles="CCOc1ncc2c(=O)c(C(=O)OC)cn(CC)c2n1"
N -1.194 -0.377 -1.040 5.099 -1.930 0.485 0.22
C -0.126 0.865 0.716 -2.091 -0.781 -0.984 -0.09
H -5.289 1.426 -4.042 1.915 -1.732 0.257 0.13
H 2.383 -1.261 -2.040 -1.224 -0.021 -0.032 0.14
C 1.889 0.036 1.721 -2.279 0.135 -2.509 -0.04
H 1.505 -3.285 -0.609 -0.255 0.471 -1.066 0.09
C -2.132 0.513 -1.089 1.625 -2.295 -0.433 -0.46
O 1.040 2.203 2.145 0.028 -1.568 -0.661 0.07
N -2.258 1.391 -0.157 -1.439 3.567 1.167 0.16
H 3.437 1.582 5.634 -0.423 0.231 -0.833 0.10
H -1.384 2.532 1.347 0.051 -0.653 0.066 0.14
H -3.568 0.698 -4.427 -0.102 0.683 0.279 0.08
C 1.011 -2.864 -1.526 -1.158 -1.482 -0.811 -0.09
H 0.656 -1.017 -2.522 -0.773 0.733 -0.662 0.10
O 3.680 -0.872 2.662 1.860 -0.815 0.875 0.13
C 2.784 -0.097 2.807 1.018 0.191 2.154 -0.46
H -4.742 0.722 -1.546 0.534 0.571 -0.993 0.14
C 3.575 0.749 4.941 -1.362 -1.323 0.794 -0.02
C -0.073 -0.175 -0.197 -4.361 1.766 -2.858 -0.16
H 4.505 0.724 4.496 2.022 0.603 -1.237 0.06
H 1.252 -3.489 -2.461 -0.446 0.717 1.524 0.10
N 1.119 -0.716 -0.491 -0.117 -0.404 1.323 -0.01
H -0.099 -2.833 -1.343 0.906 -0.789 -0.177 0.09
C 1.972 -0.770 0.623 -0.236 0.346 -0.978 0.09
H 3.636 -0.127 5.583 -0.552 -0.398 0.055 0.09
H -3.820 2.196 -2.164 -0.319 -1.435 -0.346 0.14
C -4.025 1.085 -2.347 0.193 1.218 1.775 -0.30
H -4.735 -0.348 -3.701 -0.086 0.845 -0.055 0.09
C 0.935 1.094 1.563 1.659 3.977 3.391 -0.34
C -1.275 1.639 0.722 -1.265 -0.342 -1.269 0.03
O -2.832 0.342 -2.236 0.555 0.777 2.509 -0.03
H 2.739 -1.478 0.522 1.104 -0.783 -0.003 0.13
C 1.290 -1.419 -1.786 3.692 -0.605 2.123 -0.19
O 2.533 0.617 3.945 0.040 0.162 -0.569 -0.01
C -4.390 0.715 -3.705 -3.816 0.365 -2.300 -0.11


20
Properties=species:S:1:pos:R:3:forces:R:3:lowdin_charge:R:1 method="wB97M-V/def2-TZVPD" charge=0 homo_ev=-8.8 homo_lumo_gap_ev=9.4374 smiles=C[C@@H](O)C#N.CCN
H -1.785 -0.256 -2.088 0.043 -0.005 -0.133 0.06
H -0.988 0.750 0.059 -2.253 0.092 -0.685 0.09
H -1.332 -1.473 -0.881 0.028 -0.116 0.007 0.06
N -2.449 -0.239 1.215 0.359 -0.637 1.086 -0.03
C -2.106 0.351 -0.041 2.269 0.294 -0.148 -0.38
H 3.855 0.264 -0.555 -0.041 0.086 -0.011 0.09
H 1.087 0.007 -1.586 0.005 0.026 0.030 0.10
H 2.879 -1.166 -0.184 -0.042 -0.026 0.014 0.09
H -2.716 0.479 1.881 0.010 -0.094 -0.026 0.07
H -1.586 -0.680 1.612 -1.223 0.360 -0.339 0.02
H -3.037 -1.178 -1.237 -0.046 -0.098 -0.035 0.07
H 2.078 1.742 0.401 -0.022 -0.194 -0.044 0.15
C 0.820 0.177 0.968 0.201 -1.624 1.673 -0.17
N 0.348 -0.497 1.788 0.490 0.947 -0.849 0.18
H 3.507 -0.169 1.131 0.037 -0.030 0.077 0.09
C 3.107 -0.145 0.121 -0.239 0.073 0.065 -0.03
C 1.846 0.724 0.068 0.209 0.568 -0.621 -0.42
O 1.349 0.871 -1.245 0.027 0.031 -0.119 -0.03
C -2.062 -0.705 -1.136 -0.127 0.260 0.056 -0.12
H -2.815 1.143 -0.291 0.315 0.087 0.003 0.11


Strongest force on any atom across the listed records, respectively: 0.44, 3.52, 5.51, 2.36 eV/A.